Here is one molecule with the formula C4H10N2S in a non-equilibrium geometry from the OMol25 dataset. Energies are from the ωB97M-V functional and the def2-TZVPD basis.

Bonds (Å) are listed after each position.
Positions of all 17 atoms, in Å:
1 S 0.0402 -0.6755 -0.7673  N2 2.084, C5 1.684, C7 1.837
2 N -1.6300 -0.3660 0.4401  S1 2.084, N3 1.362, C6 1.446
3 N -2.7126 -1.1767 0.2803  N2 1.362, H8 1.013, H17 1.025
4 C 2.4744 -0.2957 0.6073  C5 1.490, H10 1.087, H12 1.091, H15 1.094
5 C 1.6828 -0.9212 -0.4893  S1 1.684, C4 1.490, H13 1.081
6 C -1.7417 0.9249 -0.2014  N2 1.446, C7 1.521, H9 1.102, H11 1.094
7 C -0.2921 1.1249 -0.6148  S1 1.837, C6 1.521, H14 1.085, H16 1.087
8 H -2.5479 -2.0642 0.7389  N3 1.013
9 H -2.4070 0.8955 -1.0790  C6 1.102
10 H 2.1099 0.6999 0.8475  C4 1.087
11 H -2.1141 1.6817 0.4950  C6 1.094
12 H 3.5164 -0.2115 0.2941  C4 1.091
13 H 1.9466 -1.9400 -0.7362  C5 1.081
14 H 0.3060 1.5475 0.1864  C7 1.085
15 H 2.4552 -0.8982 1.5204  C4 1.094
16 H -0.1124 1.6549 -1.5467  C7 1.087
17 H -3.0196 -1.3031 -0.6895  N3 1.025

Calculated values
- relative energy (zero: lowest compared OMol25 entry of this formula, charge and spin) (kJ/mol) = 364.4
- HOMO-LUMO gap (eV) = 7.4940
- E (a.u.) = -665.96416